1.
Here is 2 unconnected molecules or ions with the total composition C8H12NOPS at a distorted geometry from the Open Molecules 2025 dataset. Energies are from the ωB97M-V functional and the def2-TZVPD basis.

Cartesian coordinates (Å):
C1 2.61146 -0.99253 0.69908
C2 2.00570 0.68567 -0.91026
C3 1.25802 -1.31393 0.95066
C4 0.73297 0.50137 -0.57451
C5 2.99658 0.08003 -0.09743
C6 0.34339 -0.48636 0.28256
C7 4.42784 0.45969 -0.17859
C8 -4.79662 0.73494 -1.20029
N1 -5.67233 0.28221 -0.39947
O1 -1.73389 1.03714 0.94176
P1 -1.75301 -2.06684 1.66354
S1 -1.41145 -0.62305 0.30361
H1 3.33257 -1.28308 1.45379
H2 2.20411 1.58753 -1.55005
H3 0.97490 -2.13602 1.59157
H4 -0.14793 0.99510 -0.98176
H5 4.95129 -0.26856 -0.75815
H6 4.41152 1.47807 -0.69574
H7 4.83951 0.63623 0.84539
H8 -2.32815 1.44202 0.36780
H9 -5.16811 1.39482 -1.93315
H10 -3.71857 0.47206 -1.34933
H11 -5.33043 -0.25564 0.38803
H12 -3.02939 -2.36087 1.14092

Its spin multiplicity is 1. The HOMO energy comes out at -8.081 eV.

2.
Here is C10H16N4O6 in the gas phase at a distorted geometry from the Open Molecules 2025 dataset. Energies are from the ωB97M-V functional and the def2-TZVPD basis.

Cartesian coordinates (Å):
O1 0.62843 4.06364 -0.96016
O2 -1.15756 2.65192 0.98463
O3 0.26975 -6.33063 -1.71527
O4 -3.19461 -1.74957 -1.48207
O5 1.06370 2.57947 0.70942
O6 -1.56694 -4.34790 0.39270
C1 1.16948 3.78675 0.09876
C2 -0.15449 2.03372 0.70174
C3 -0.73392 -5.67621 -1.73597
C4 -2.30792 -2.24079 -0.83122
N1 -1.65545 -6.03544 -2.64106
N2 -1.41883 -1.48944 -0.11625
N3 2.03781 4.72140 2.17877
N4 0.26194 -0.23224 1.76801
C5 3.49502 4.64196 0.20348
C6 -1.50682 -0.04961 0.04801
C7 2.07975 4.86872 0.69499
C8 -0.14407 0.50025 0.52068
C9 -0.88243 -4.42321 -0.82540
C10 -2.27121 -3.75472 -0.66045
H1 -1.46536 -6.92082 -3.09166
H2 -2.55613 -5.61502 -2.67874
H3 -0.79366 -1.99449 0.50861
H4 1.07008 4.83456 2.52573
H5 2.39803 3.81265 2.44617
H6 1.16003 0.09610 2.14285
H7 -0.44779 -0.10970 2.46651
H8 3.84996 3.65663 0.44189
H9 4.19098 5.34245 0.62760
H10 3.50804 4.75529 -0.88087
H11 -1.75812 0.42700 -0.89588
H12 -2.30728 0.20796 0.79314
H13 1.69602 5.87246 0.40723
H14 0.58983 0.25928 -0.26077
H15 0.05404 -3.87958 -0.85515
H16 -3.20033 -4.26281 -1.02998

Its spin multiplicity is 1. Its SMILES is C[C@H](N)C(=O)OC(=O)[C@@H](N)CNC(=O)[C@@H]1O[C@H]1C(N)=O. The HOMO energy comes out at -9.730 eV.

One value per record, in order, for ΔE to the lowest compared entry with this formula, charge and spin: 118.05; 61.61 kcal per mole.
One value per record, in order, for electronic energy: -32148.4834; -28874.0877 eV.
One value per record, in order, for HOMO-LUMO gap: 8.04; 10.16 eV.